C2HIN2O2 | the ωB97M-V functional and the def2-TZVPD basis

```
8
Properties=species:S:1:pos:R:3:nbo_charge:R:1
I -0.1375 -1.4993 0.8025 1.107
O 0.1738 -0.2042 -1.6460 -0.451
O -1.4180 1.3042 -1.5869 -0.381
N 1.8848 -0.8247 1.1818 -0.830
N -0.7304 0.4379 -1.0926 0.433
C -0.9576 0.2397 0.2054 -0.394
C 2.8349 -0.2038 1.4492 0.288
H -1.6500 0.7501 0.6865 0.227
```

Values from the calculation:
Energy in eV: -17257.49418
E_HOMO (alpha / beta) in Ha: -0.3705 / -0.3706
Strongest force on any atom in eV Å⁻¹: 5.996
Energy above the lowest of the compared OMol25 structures with the same formula, charge and spin in kJ/mol: 582.3

C4H4N2O3 | the ωB97M-V functional and the def2-TZVPD basis

```
13
Properties=species:S:1:pos:R:3:nbo_charge:R:1
O -1.0143 1.5440 0.0671 -0.535
O 1.6393 -2.2142 -0.0496 -0.492
O -2.5187 -1.3327 0.0200 -0.497
N 0.0517 0.7943 -0.3550 -0.152
N 2.2079 0.1773 0.2565 -0.487
C -1.3484 -0.9532 0.4985 0.435
C 1.3273 -1.0568 -0.0734 0.665
C -0.1345 -0.5931 -0.3852 -0.305
C 1.2798 1.1302 0.2040 0.266
H -1.0902 -0.6606 1.6222 0.147
H -1.2688 1.9753 -0.8255 0.488
H 1.4028 2.1998 0.4032 0.217
H -0.5339 -1.0103 -1.3827 0.250
```

Values from the calculation:
Energy in eV: -13331.47704
E_HOMO in Ha: -0.3673
Strongest force on any atom in eV Å⁻¹: 8.000
Energy above the lowest of the compared OMol25 structures with the same formula, charge and spin in kJ/mol: 423.0

C20H33AsBrInN5S2 | the ωB97M-V functional and the def2-TZVPD basis

```
63
Properties=species:S:1:pos:R:3:nbo_charge:R:1
In -0.1896 -0.5437 -0.2443 1.097
Br -0.4278 1.6164 2.3656 0.095
As 2.3448 0.8082 -0.3071 0.964
S -0.7277 -2.0154 1.5859 -0.187
S 0.9939 -2.4519 -1.3488 -0.227
N -1.1400 1.3073 -1.0512 -0.867
N 1.1347 -4.5914 3.3754 -0.240
N 3.1848 -5.0378 0.0096 -0.241
N -2.0617 -1.4564 -1.5786 -0.853
N -2.6946 0.3599 1.4472 -0.501
C 3.4825 -1.0664 1.5379 -0.623
C -0.6289 0.6462 -3.3896 -0.421
C -3.8787 -0.2462 1.5652 0.056
C -2.1497 0.8177 2.5575 0.151
C -4.5534 -0.4161 2.7667 -0.025
C -0.7132 1.7833 -2.3849 -0.221
C -3.9398 0.0943 3.9062 -0.134
C 1.2389 -3.3505 0.1362 -0.259
C 2.2855 3.5391 0.7386 -0.622
C 0.5522 -3.1881 1.2949 -0.273
C -5.8642 -1.1398 2.8156 -0.640
C -2.0086 -1.4975 -3.0552 -0.222
C -2.7123 0.7266 3.8158 -0.244
C 2.3179 -4.2886 0.0824 0.227
C 0.8792 -3.9811 2.4371 0.227
C 3.6574 -0.5736 0.1029 -0.702
C 3.0192 1.6840 -1.9312 -0.695
C 4.5092 1.9994 -1.9051 -0.625
C -1.9479 -0.0994 -3.6561 -0.424
C 2.7821 2.1378 1.0659 -0.711
H -1.0777 2.0476 -0.3556 0.423
H -2.0994 -0.1971 -4.7317 0.244
H 2.4411 -1.3211 1.7636 0.207
H 4.0762 -1.9643 1.7102 0.246
H -2.8017 0.4921 -3.3050 0.195
H -2.9884 -1.1460 -1.2935 0.377
H 2.4369 2.5984 -2.0640 0.222
H 0.2624 2.2579 -2.2644 0.213
H 3.5230 -1.3816 -0.6167 0.252
H -0.2457 1.0671 -4.3200 0.245
H 2.7775 1.0272 -2.7711 0.235
H 3.8680 2.1252 1.1849 0.235
H -1.4119 2.5526 -2.7275 0.212
H -6.5689 -0.7287 2.0929 0.232
H -4.4207 -0.0061 4.8699 0.237
H -2.2086 1.1213 4.6844 0.250
H 2.3697 1.7731 2.0084 0.234
H -1.9647 -2.3996 -1.2065 0.415
H -4.3171 -0.6235 0.6475 0.186
H -2.1222 1.0446 -1.0689 0.412
H 1.2089 3.5623 0.5514 0.196
H 4.7926 2.5744 -1.0228 0.209
H 4.7794 2.5914 -2.7798 0.234
H -1.1135 -2.0608 -3.3255 0.219
H -5.7285 -2.1969 2.5869 0.238
H -6.3144 -1.0677 3.8031 0.233
H 4.6493 -0.1431 -0.0419 0.233
H 0.1388 -0.0705 -3.0684 0.211
H 2.7826 3.9440 -0.1422 0.213
H 5.1129 1.0942 -1.9268 0.221
H 3.8019 -0.3158 2.2599 0.214
H 2.4849 4.2202 1.5649 0.237
H -2.8668 -2.0469 -3.4498 0.207
```

Values from the calculation:
Energy in eV: -186446.93064
Charge: +1
E_HOMO in Ha: -0.3928
Strongest force on any atom in eV Å⁻¹: 0.604
Energy above the lowest of the compared OMol25 structures with the same formula, charge and spin in kJ/mol: 0.0

C11H12NO2 | the ωB97M-V functional and the def2-TZVPD basis

```
26
Properties=species:S:1:pos:R:3:nbo_charge:R:1
O 0.6400 -2.9888 2.3885 -0.793
O 2.3678 -1.5421 2.5235 -0.794
N 1.0864 0.1800 0.1990 -0.571
C -2.9986 0.2726 -0.3878 -0.267
C 2.0813 -3.0335 0.4763 -0.749
C 1.4686 1.4073 -0.4806 -0.019
C -0.3002 0.1695 0.3345 0.235
C 0.1444 3.2984 -1.5826 -0.623
C 1.7519 -2.5247 1.9532 0.753
C 0.3798 2.1223 -0.8143 -0.139
C -2.1367 1.2804 -0.6622 -0.206
C -0.7518 1.2983 -0.4307 -0.118
C -2.4550 -0.8119 0.3841 -0.205
C -1.1294 -0.8255 0.7538 -0.298
H -0.4753 4.1513 -1.1074 0.204
H -0.7081 -1.6602 1.4027 0.290
H -3.1868 -1.6579 0.6148 0.200
H -4.0617 0.2906 -0.6711 0.201
H 0.8879 3.9010 -2.1252 0.216
H 1.2836 -2.7742 -0.0708 0.213
H -2.5729 2.0224 -1.2485 0.183
H 1.7383 -0.4596 0.7221 0.461
H 2.4759 1.8213 -0.3593 0.206
H 1.9069 -4.1492 0.5370 0.215
H -0.5397 2.9933 -2.4147 0.211
H 3.1034 -2.7812 0.0660 0.194
```

Values from the calculation:
Energy in eV: -17187.33738
Charge: -1
E_HOMO in Ha: -0.1657
Strongest force on any atom in eV Å⁻¹: 5.259
Energy above the lowest of the compared OMol25 structures with the same formula, charge and spin in kJ/mol: 196.2